The ion C6H7N2 with charge +1, computed with ωB97M-V with the def2-TZVPD basis set.

CARTESIAN COORDINATES (ANGSTROEM)
C: -0.579 -0.579 1.044
C: -2.943 1.743 -0.796
C: 0.723 0.753 -0.451
C: -0.580 0.801 0.428
C: 1.420 -0.466 0.051
C: -1.776 1.082 -0.342
N: -2.523 0.548 -1.331
N: 0.588 -1.168 0.791
H: 0.465 0.621 -1.507
H: 1.329 1.657 -0.375
H: -0.495 1.573 1.206
H: 2.433 -0.748 -0.141
H: -2.725 -0.238 -1.925
H: 0.826 -2.070 1.196
H: -1.380 -1.031 1.590

Computed properties:
Molecular weight (g mol⁻¹): 107.14
Multiplicity: 3
Total charge: +1
⟨S²⟩: 2.03
Energy above the lowest of the compared OMol25 structures with the same formula, charge and spin (kJ/mol): 213.9
HOMO (alpha / beta) (Eh): -0.4021 / -0.4786
E (a.u.): -341.8386
Orbital gap (alpha / beta) (eV): 6.23 / 7.01

---

A cluster of 2 separate species, C6H7N3O2 in total, computed with ωB97M-V with the def2-TZVPD basis set.

CARTESIAN COORDINATES (ANGSTROEM)
C: 1.846 -0.799 -0.855
C: 3.089 -1.249 -0.345
C: 1.373 0.061 0.082
C: -0.807 1.649 -0.230
C: 0.151 0.769 0.036
C: -0.931 -1.839 0.328
N: 3.333 -0.716 0.784
N: 2.311 0.122 1.083
N: -2.180 -1.517 0.533
O: -0.241 -2.789 0.420
O: -2.160 1.361 0.093
H: 1.399 -1.062 -1.735
H: 3.750 -2.127 -0.642
H: -0.758 2.660 -0.614
H: 2.227 0.687 1.839
H: -2.567 -0.712 0.223
H: -2.996 -2.136 0.548
H: -2.349 2.114 0.666

Computed properties:
Molecular weight (g mol⁻¹): 153.14
Total charge: 0
Energy above the lowest of the compared OMol25 structures with the same formula, charge and spin (kJ/mol): 495.5
HOMO (alpha / beta) (Eh): -0.2795 / -0.2715
E (a.u.): -547.3957
Orbital gap (alpha / beta) (eV): 7.90 / 6.87

---

An isolated molecule of C6H7N3O3, computed with ωB97M-V with the def2-TZVPD basis set.

CARTESIAN COORDINATES (ANGSTROEM)
C: -2.191 -0.924 -0.034
C: -1.728 0.056 -0.896
C: -1.218 -1.703 0.609
C: -0.359 0.390 -1.038
C: 0.091 -1.529 0.322
C: 0.542 -0.462 -0.416
N: 2.129 1.816 0.703
N: 1.932 -0.139 -0.477
N: 3.100 -1.103 -0.219
O: 2.801 -2.253 -0.262
O: 4.156 -0.557 -0.031
O: 2.413 1.099 -0.586
H: -3.182 -1.089 0.282
H: -2.379 0.726 -1.519
H: -1.454 -2.538 1.230
H: -0.090 1.111 -1.750
H: 0.761 -2.383 0.657
H: 3.139 1.981 1.078
H: 1.817 2.747 0.354

Computed properties:
SMILES: NON(c1ccccc1)[N+](=O)[O-]
Molecular weight (g mol⁻¹): 169.14
Total charge: 0
Energy above the lowest of the compared OMol25 structures with the same formula, charge and spin (kJ/mol): 592.4
HOMO (Eh): -0.3201
E (a.u.): -622.5649
Orbital gap (eV): 9.17